C5H10CrO3 | ωB97M-V/def2-TZVPD

Summary:
⟨S²⟩: 6.13
Kohn-Sham gap (alpha / beta) in eV: 6.377 / 7.872
Electronic energy in a.u.: -1466.5352

Geometry as ORCA input:
```
! RIJCOSX wB97M-V def2-TZVPD def2/J DEFGRID3
* xyz 0 5
O 3.172 0.944 -0.422
C 0.051 3.216 0.014
C -0.810 2.218 0.212
O -0.666 1.035 -0.457
C -1.515 -0.052 -0.064
C -0.788 -1.329 -0.409
O 0.516 -1.255 0.170
C 1.190 -2.510 0.255
Cr 1.498 0.490 -0.079
H 0.645 3.285 -0.900
H 0.255 3.903 0.835
H -1.435 2.157 1.107
H -2.448 0.023 -0.634
H -1.736 -0.032 1.012
H -0.699 -1.460 -1.498
H -1.331 -2.183 0.018
H 2.203 -2.309 0.618
H 0.657 -3.162 0.958
H 1.241 -2.979 -0.737
*
```